Entry from the Open Molecules 2025 dataset: a structure of composition C33H57BrN2O2SiSn at a distorted geometry (ωB97M-V/def2-TZVPD).

The geometry in XYZ format:
```
97
Properties=species:S:1:pos:R:3:forces:R:3
O 0.8650 -3.3287 -0.4540 0.15 -0.39 -0.70
O -2.4678 -2.3968 -6.4906 0.39 0.61 0.65
C 1.9892 -2.8780 -1.2199 0.18 0.51 -0.33
C 3.2446 -3.7175 -1.0514 0.17 0.21 -0.08
H 2.2211 -1.8457 -0.8865 0.04 -0.38 -0.16
H 1.7435 -2.7887 -2.2930 0.05 -0.01 0.60
H 3.7667 -3.4705 -0.1126 -0.28 -0.32 -0.29
H 3.9170 -3.4547 -1.8868 -0.10 -0.14 0.34
H 3.0216 -4.7861 -1.1179 0.06 0.12 0.11
C -0.2961 -3.7839 -1.2023 -0.05 -0.01 0.49
C -0.0364 -4.1353 -2.6579 -0.29 -0.34 -0.17
H -1.0362 -2.9637 -1.1686 0.03 -0.27 -0.04
H -0.7360 -4.6271 -0.6313 0.48 0.43 -0.30
H -0.0171 -3.2324 -3.2657 0.11 -0.02 -0.14
H -0.8639 -4.7505 -3.0407 0.19 0.14 0.20
H 0.8963 -4.6931 -2.8176 -0.29 0.07 0.12
C -3.1424 -1.9251 -5.3180 -0.37 -0.21 0.02
C -1.5394 -1.4308 -6.9798 0.05 0.13 -0.17
C -3.9359 -3.0839 -4.7220 0.09 -0.14 0.00
H -3.8363 -1.0996 -5.5839 0.38 -0.23 0.02
H -2.4398 -1.5448 -4.5430 -0.08 -0.09 -0.56
H -4.5280 -3.5868 -5.4998 0.18 0.16 0.21
H -4.6220 -2.7330 -3.9386 0.20 -0.01 -0.20
H -3.2538 -3.8191 -4.2670 -0.24 0.18 -0.22
C -0.7741 -1.9769 -8.1727 -0.14 -0.03 0.05
H -0.8003 -1.1406 -6.2095 -0.42 -0.16 0.00
H -2.0882 -0.5190 -7.2832 0.14 -0.17 0.16
H -0.1992 -2.8669 -7.8976 -0.14 0.10 -0.05
H -0.0709 -1.2138 -8.5272 -0.14 -0.13 0.03
H -1.4612 -2.2258 -8.9855 0.13 -0.04 0.05
H 0.6433 0.7469 -3.3467 0.02 -0.67 0.68
N 1.6411 0.7683 1.2566 -0.26 -0.33 -0.25
C 1.5577 2.0822 1.4106 -0.25 -0.59 -0.19
C 0.3984 2.8261 1.1668 0.15 0.39 -0.08
C -0.9198 2.3682 1.0667 -0.10 -0.65 0.01
C 2.7549 2.8599 1.8916 0.15 0.39 0.00
H 3.6061 2.7846 1.2052 -0.11 -0.14 0.15
H 3.0809 2.5354 2.8888 -0.06 -0.09 -0.28
H 2.4719 3.9127 1.9606 0.15 -0.12 0.03
C -1.9918 3.4275 1.1226 -0.12 0.29 0.10
H -2.5178 3.4109 2.0873 0.06 -0.08 -0.26
H -2.7314 3.3111 0.3220 0.09 -0.11 0.22
H -1.5219 4.4082 1.0165 -0.15 -0.09 0.03
N -1.2505 1.0915 0.9878 0.49 -0.63 -0.15
C 2.8686 0.0958 1.4826 0.83 -0.19 0.16
C 3.8553 0.0236 0.4685 -0.42 -0.22 0.47
C 3.7579 0.8239 -0.7957 0.05 0.21 -0.45
C 4.9510 -0.8204 0.6479 -0.01 -0.19 0.46
H 5.6983 -0.8843 -0.1473 -0.17 -0.04 0.27
C 5.0892 -1.5634 1.8234 0.16 0.06 -0.07
H 5.9443 -2.2321 1.9499 -0.28 0.20 -0.07
C 4.1663 -1.4141 2.8600 0.13 0.15 -0.27
H 4.2802 -1.9489 3.8042 0.10 0.10 -0.28
C 3.0775 -0.5581 2.7178 0.03 0.00 -0.53
C 2.1407 -0.3321 3.8606 -0.26 -0.16 0.46
C -2.5679 0.6708 1.2825 -0.95 0.16 0.01
C -3.4886 0.4269 0.2364 0.37 0.18 0.73
C -3.1025 0.7238 -1.1815 -0.11 0.00 -0.44
C -4.7783 0.0072 0.5568 -0.08 -0.13 0.21
H -5.4961 -0.1370 -0.2569 0.18 -0.03 0.33
C -5.1522 -0.2009 1.8867 -0.02 0.11 0.01
H -6.1664 -0.5254 2.1292 0.31 0.06 -0.12
C -4.2414 0.0477 2.9164 -0.15 -0.01 -0.29
H -4.5195 -0.0817 3.9657 -0.04 -0.03 -0.37
C -2.9556 0.4949 2.6329 0.09 0.08 -0.70
C -2.0148 0.8334 3.7458 0.14 -0.07 0.41
Sn 0.1169 -0.8704 0.2701 -0.34 2.33 0.82
H 3.7036 0.1653 -1.6761 -0.03 0.17 0.16
H 4.6574 1.4468 -0.9226 -0.23 -0.18 0.03
H 2.8923 1.4922 -0.8128 0.11 -0.21 0.04
H 1.9896 0.7370 4.0703 -0.02 -0.27 -0.14
H 2.5598 -0.7935 4.7640 -0.14 0.12 -0.15
H 1.1605 -0.7964 3.6745 0.31 0.30 0.08
H -3.8592 0.3179 -1.8652 0.20 0.08 0.08
H -2.1260 0.2972 -1.4525 -0.21 0.14 0.06
H -3.0506 1.8097 -1.3633 0.09 -0.30 0.04
H -1.0159 0.4119 3.5865 -0.18 0.18 -0.06
H -2.4061 0.4208 4.6831 0.12 0.12 -0.11
H -1.9184 1.9201 3.8789 0.06 -0.18 -0.07
H 0.5206 3.9030 1.1830 -0.02 -0.13 0.11
C 0.4506 0.9039 -4.3946 0.34 -0.16 0.02
Si 0.4249 2.7788 -4.3872 0.16 -0.35 0.17
H 1.3061 0.4640 -4.9257 -0.26 0.12 -0.01
H -0.4692 0.3692 -4.6521 0.16 0.27 -0.05
C 1.6183 3.3363 -5.7263 -0.09 0.23 -0.14
C 1.0096 3.3662 -2.6745 0.12 -0.07 -0.18
C -1.3675 3.2750 -4.6037 -0.16 0.40 -0.26
H -1.9726 2.4054 -4.9007 0.15 0.32 0.03
H -1.4642 4.0565 -5.3729 -0.17 -0.19 0.22
H -1.7660 3.6691 -3.6586 0.02 -0.06 -0.26
H 2.6464 3.0170 -5.4946 -0.31 0.07 0.01
H 1.6182 4.4284 -5.8309 0.07 -0.17 -0.09
H 1.3437 2.8873 -6.6949 0.06 0.19 0.28
H 1.8193 2.7252 -2.2785 -0.35 0.26 -0.17
H 0.1793 3.3636 -1.9470 0.34 -0.06 -0.22
H 1.4098 4.3877 -2.7366 -0.13 -0.15 0.09
Br -0.6215 -2.1573 2.3272 -0.07 -0.23 0.06
```
Positions in Å, forces in eV/Å.

Summary:
LUMO: 0.342 eV
F_max: 2.493 eV/Å
electronic energy: -125974.4163 eV

Atom charges from the Löwdin analysis, given in e for atoms 1 to 2: -0.348 -0.160